C3H3FN2O | ωB97M-V/def2-TZVPD

Structure (ORCA input):
```
! wB97M-V def2-TZVPD RIJCOSX def2/J DEFGRID3
* xyz 0 1
C -0.9733 1.0495 0.2261
C -2.2307 0.9187 -0.0258
C -1.6252 -1.8470 -0.0816
N -0.0025 -0.0216 0.1768
N -0.4523 -1.3992 -0.0249
O -2.4539 -2.6937 -0.0849
F -3.1936 1.8110 0.0521
H -0.4695 1.9091 0.4771
H 0.6662 0.3498 -0.4117
H 0.2690 -2.1229 0.3358
*
```

Values from the calculation:
Total energy (eV): -10898.3559
Energy above the lowest of the compared OMol25 structures with the same formula, charge and spin (kcal per mole): 150.6
HOMO (alpha / beta) (eV): -7.457 / -8.708

natural (NBO) population analysis, charges in e, atoms 1 to 2:
1. C -0.29
2. C 0.25


C3H3FN2O2 | ωB97M-V/def2-TZVPD

Structure (ORCA input):
```
! wB97M-V def2-TZVPD RIJCOSX def2/J DEFGRID3
* xyz 0 1
C -0.6689 -0.0959 -0.9730
C -1.6434 -0.4939 -0.1725
C 0.0624 -0.1110 1.1750
H 1.8621 1.4667 -0.0635
H 2.3556 -0.1029 -0.2031
H -0.6157 0.0143 -2.0383
N 1.6688 0.5695 -0.5262
N 0.4165 0.1337 -0.1137
O -1.2655 -0.5161 1.1276
O 0.7184 -0.0149 2.1851
F -2.8902 -0.8494 -0.3974
*
```

Values from the calculation:
Total energy (eV): -12951.0877
Energy above the lowest of the compared OMol25 structures with the same formula, charge and spin (kcal per mole): 41.1
SMILES string: Nn1cc(F)oc1=O
HOMO (eV): -8.892

natural (NBO) population analysis, charges in e, atoms 1 to 2:
1. C -0.20
2. C 0.62


C3H3FO2 | ωB97M-V/def2-TZVPD

Structure (ORCA input):
```
! wB97M-V def2-TZVPD RIJCOSX def2/J DEFGRID3
* xyz 0 3
C -0.0928 -0.7821 0.0055
C 1.1478 -0.4347 0.0185
C -0.9067 0.4474 -0.0313
O 1.4131 0.9434 -0.0588
O -0.0012 1.5420 0.0839
F 2.2427 -1.1009 0.0445
H -0.6299 -1.6905 0.2004
H -1.5782 0.5517 -1.0547
H -1.5947 0.5236 0.7921
*
```

Values from the calculation:
Total energy (eV): -9965.0339
Energy above the lowest of the compared OMol25 structures with the same formula, charge and spin (kcal per mole): 58.0
HOMO (alpha / beta) (eV): -7.231 / -10.051
⟨S²⟩: 2.02

natural (NBO) population analysis, charges in e, atoms 1 to 2:
1. C -0.38
2. C 0.64


C3H3FO2Pb | ωB97M-V/def2-TZVPD

Structure (ORCA input):
```
! wB97M-V def2-TZVPD RIJCOSX def2/J DEFGRID3
* xyz 1 2
H -1.8427 -0.1489 -0.2666
F 1.8608 -0.1387 0.5489
O -0.2949 -0.6989 0.8773
O -0.2917 0.2032 -1.2198
C 0.5684 0.3843 0.8462
C -0.0534 1.1650 -0.2612
C -0.8092 -0.8528 -0.4315
H 0.6431 0.8551 1.8305
H 0.3767 2.0876 -0.6440
Pb -0.1571 -2.8558 -1.2797
*
```

Values from the calculation:
Total energy (eV): -15207.1195
Energy above the lowest of the compared OMol25 structures with the same formula, charge and spin (kcal per mole): 0.0
HOMO (alpha / beta) (eV): -12.520 / -13.772
⟨S²⟩: 0.75

natural (NBO) population analysis, charges in e, atoms 1 to 2:
1. H 0.24
2. F -0.38


C3H3FO2Sr | ωB97M-V/def2-TZVPD

Structure (ORCA input):
```
! wB97M-V def2-TZVPD RIJCOSX def2/J DEFGRID3
* xyz 1 2
H -0.8709 1.3590 0.0874
F 1.2391 -0.8607 -1.5303
O 1.1706 0.0677 0.5455
O -0.8721 -0.6336 0.4372
C 0.8276 0.2278 -0.8451
C -0.6815 0.3243 -0.6429
C -0.0175 0.0972 1.1490
H 1.3168 1.1245 -1.2372
H -1.3537 0.0292 -1.4494
Sr -0.7583 -1.7354 3.4856
*
```

Values from the calculation:
Total energy (eV): -10796.0206
Energy above the lowest of the compared OMol25 structures with the same formula, charge and spin (kcal per mole): 0.0
HOMO (alpha / beta) (eV): -9.646 / -14.381
⟨S²⟩: 0.75

natural (NBO) population analysis, charges in e, atoms 1 to 2:
1. H 0.22
2. F -0.31


C3H3FO3Rb | ωB97M-V/def2-TZVPD

Structure (ORCA input):
```
! wB97M-V def2-TZVPD RIJCOSX def2/J DEFGRID3
* xyz 2 2
Rb -4.1152 -1.7525 1.8335
C 0.1623 0.6750 -0.9512
C 1.3957 0.2328 -0.1541
O 0.7411 -0.7477 0.6620
C -0.5404 -0.5268 0.7402
O -1.2938 -1.1855 1.3711
O -0.8863 0.4898 -0.0502
F 1.9308 1.2845 0.4638
H 0.1032 -0.0715 -1.7433
H 0.3618 1.6914 -1.2905
H 2.1409 -0.0895 -0.8813
*
```

Values from the calculation:
Total energy (eV): -12654.6531
Energy above the lowest of the compared OMol25 structures with the same formula, charge and spin (kcal per mole): 4.6
HOMO (alpha / beta) (eV): -21.842 / -21.226
⟨S²⟩: 0.76

natural (NBO) population analysis, charges in e, atoms 1 to 2:
1. Rb 1.00
2. C -0.12


C3H3FO4Pt | ωB97M-V/def2-TZVPD

Structure (ORCA input):
```
! wB97M-V def2-TZVPD RIJCOSX def2/J DEFGRID3
* xyz 3 4
C 2.4729 -0.4010 0.3603
C 1.5311 0.7321 0.1468
O 0.2396 0.3693 0.2304
O 3.7212 -0.3370 0.3353
H 2.1403 -1.4461 0.4689
H 1.7594 1.2151 -0.8329
H 1.7674 1.5452 0.8737
F 4.1671 0.9546 0.0696
C -2.7529 -0.3420 -0.8681
O -3.8354 -0.3877 -0.4704
Pt -6.3255 -1.1573 -0.6160
O -4.8853 -0.7451 0.3024
*
```

Values from the calculation:
Total energy (eV): -17261.2540
Energy above the lowest of the compared OMol25 structures with the same formula, charge and spin (kcal per mole): 0.0
HOMO (alpha / beta) (eV): -22.382 / -21.703
⟨S²⟩: 3.76

natural (NBO) population analysis, charges in e, atoms 1 to 2:
1. C 0.50
2. C -0.30


C3H3FOS | ωB97M-V/def2-TZVPD

Structure (ORCA input):
```
! wB97M-V def2-TZVPD RIJCOSX def2/J DEFGRID3
* xyz 0 1
C -0.7507 0.5586 -0.4676
C 0.3639 -0.0612 0.2822
C 0.8320 -1.3527 0.1523
H -0.4740 2.0476 0.5578
H 0.3488 -1.8875 -0.7154
H 1.6056 -1.7864 0.7356
O -1.1590 1.8124 -0.0921
F 0.8358 0.8782 1.1968
S -1.6024 -0.2089 -1.6497
*
```

Values from the calculation:
Total energy (eV): -18758.3964
Energy above the lowest of the compared OMol25 structures with the same formula, charge and spin (kcal per mole): 14.9
SMILES string: C=C(F)C(O)=S
HOMO (eV): -9.130

natural (NBO) population analysis, charges in e, atoms 1 to 2:
1. C 0.14
2. C 0.28


C3H3FS | ωB97M-V/def2-TZVPD

Structure (ORCA input):
```
! wB97M-V def2-TZVPD RIJCOSX def2/J DEFGRID3
* xyz 0 1
C 0.0405 -0.2894 0.1867
C 1.4095 0.0117 -0.2853
C -1.1633 0.4626 0.2703
H 1.9935 -1.0702 -0.2271
H 1.9241 1.1292 -0.2558
H -1.1572 1.6475 0.3389
F -0.3384 -1.5302 0.1176
S -2.7087 -0.3611 -0.1452
*
```

Values from the calculation:
Total energy (eV): -16708.2887
Energy above the lowest of the compared OMol25 structures with the same formula, charge and spin (kcal per mole): 58.5
SMILES string: C=C(F)C=S
HOMO (eV): -8.957

natural (NBO) population analysis, charges in e, atoms 1 to 2:
1. C 0.28
2. C -0.43


C3H3FS2 | ωB97M-V/def2-TZVPD

Structure (ORCA input):
```
! wB97M-V def2-TZVPD RIJCOSX def2/J DEFGRID3
* xyz 0 1
C -0.1449 0.3579 -0.3631
C -0.8977 -0.6711 0.0161
C 0.1039 -0.1707 0.9432
F 2.3804 -0.9452 -1.2453
S 0.8894 0.0059 2.2992
S 3.5896 -1.4023 -0.3229
H 0.3605 0.8832 -1.1570
H -1.7935 -1.2967 0.0344
H 4.3333 -0.3336 -0.2180
*
```

Values from the calculation:
Total energy (eV): -27543.2529
Energy above the lowest of the compared OMol25 structures with the same formula, charge and spin (kcal per mole): 74.9
SMILES string: S=c1cc1.FS
HOMO (eV): -7.926

natural (NBO) population analysis, charges in e, atoms 1 to 2:
1. C -0.13
2. C -0.14


C3H3FS2 | ωB97M-V/def2-TZVPD

Structure (ORCA input):
```
! wB97M-V def2-TZVPD RIJCOSX def2/J DEFGRID3
* xyz 0 3
C -0.4430 -0.3499 -0.0129
C 0.8408 -0.0943 -0.0316
C -1.2058 -1.4546 -0.5254
F 1.6862 3.1149 0.2864
S -2.8095 -1.3923 -0.5688
S 1.6096 2.0215 1.5978
H -0.8993 0.4759 0.6046
H 1.8980 -0.1497 -0.3158
H -0.6771 -2.1715 -1.0342
*
```

Values from the calculation:
Total energy (eV): -27540.9692
Energy above the lowest of the compared OMol25 structures with the same formula, charge and spin (kcal per mole): 33.0
HOMO (alpha / beta) (eV): -8.050 / -8.887
⟨S²⟩: 2.03

natural (NBO) population analysis, charges in e, atoms 1 to 2:
1. C -0.41
2. C -0.08


C3H3GaO3 | ωB97M-V/def2-TZVPD

Structure (ORCA input):
```
! wB97M-V def2-TZVPD RIJCOSX def2/J DEFGRID3
* xyz 2 1
O 0.3471 1.6417 0.8941
O 1.4744 0.1030 -1.3209
C 0.6707 -0.7867 -0.8699
O 0.1283 -1.6295 -1.5879
C -0.6199 -0.4311 0.0302
H -0.8170 -1.2693 0.7236
C -0.5072 0.7643 0.9123
H -1.1602 0.7220 1.8034
H -1.5573 -0.3138 -0.5350
Ga 2.0410 1.1994 -0.0500
*
```

Values from the calculation:
Total energy (eV): -61653.6228
Energy above the lowest of the compared OMol25 structures with the same formula, charge and spin (kcal per mole): 0.0
HOMO (alpha / beta) (eV): -22.221 / -20.642

natural (NBO) population analysis, charges in e, atoms 1 to 2:
1. O -0.60
2. O -0.72